Version 1
25
Properties=species:S:1:pos:R:3 method="wB97M-V/def2-TZVPD" spin_multiplicity=1 total_charge=+1 homo_ev=-13.26
C -1.241 0.279 0.852
C -0.616 -1.112 1.076
C -0.194 -1.832 -0.262
C 1.080 -1.726 -0.985
C 1.637 -0.286 -1.086
N 1.697 0.356 0.211
N -0.427 1.309 1.467
H -2.355 0.362 1.183
H -1.372 0.536 -0.162
H -1.284 -1.855 1.652
H 0.213 -1.287 1.888
H -0.182 -2.767 -0.033
H -1.174 -1.559 -0.902
H 0.842 -2.298 -2.070
H 1.769 -2.439 -0.706
H 2.578 -0.534 -1.560
H 0.736 0.291 -1.607
H 2.205 1.275 0.039
H 2.165 -0.251 0.890
H -0.903 1.875 2.224
H -0.213 2.047 0.716
H 0.453 0.987 1.882
H -1.146 2.784 -1.789
H -2.316 1.792 -1.716
O -1.612 2.181 -1.155



Version 2
25
Properties=species:S:1:pos:R:3 method="wB97M-V/def2-TZVPD" spin_multiplicity=1 total_charge=+1 homo_ev=-12.78
C -1.538 -0.064 1.267
C -0.611 -1.250 1.124
C -0.342 -1.831 -0.326
C 0.991 -1.448 -0.906
C 1.204 0.067 -1.164
N 2.286 0.650 -0.389
N -0.743 1.246 1.414
H -2.252 -0.116 2.134
H -2.209 0.282 0.503
H -1.062 -2.133 1.568
H 0.327 -1.210 1.688
H -0.140 -2.982 -0.279
H -1.164 -1.611 -1.022
H 1.170 -2.030 -1.791
H 1.837 -1.813 -0.186
H 1.303 0.259 -2.224
H 0.331 0.534 -0.716
H 3.012 1.028 -0.962
H 2.649 -0.102 0.193
H -0.163 1.419 2.238
H -1.312 2.083 1.343
H -0.014 1.243 0.691
H -0.739 2.313 -1.946
H -1.733 3.086 -1.205
O -1.088 2.379 -1.046



Version 3
25
Properties=species:S:1:pos:R:3 method="wB97M-V/def2-TZVPD" spin_multiplicity=1 total_charge=+1 homo_ev=-13.82
C 1.915 0.617 -0.532
N 1.697 -0.759 -0.193
C 2.720 -1.319 0.655
C 0.631 1.228 -1.128
N -0.316 0.986 -0.172
C -5.163 -3.023 0.181
C 0.936 2.776 -1.447
H 2.756 0.679 -1.224
H 2.157 1.198 0.374
H 0.768 -0.783 0.257
H 3.697 -1.345 0.177
H 2.791 -0.738 1.590
H 2.414 -2.312 0.977
H 0.456 0.705 -2.095
H -1.256 1.181 -0.548
H -4.269 -2.425 -0.024
H -5.712 -2.400 0.880
H -5.694 -3.262 -0.732
H -4.818 -3.909 0.709
H 1.843 2.757 -2.039
H 0.120 3.188 -2.035
H 0.979 3.229 -0.463
H 0.316 1.385 3.054
H 0.285 1.344 1.496
O 0.748 1.003 2.280



Unit: hartree. Relative energies: version 1 0.0668; version 2 0.0000; version 3 0.1769.